1.
# C60H87AsBN10O4P2Pb

A structure of composition C60H87AsBN10O4P2Pb (ωB97M-V with the def2-TZVPD basis set, the Open Molecules 2025 dataset).

XYZ file:
```
166
Properties=species:S:1:pos:R:3
N -3.185 0.378 0.391
C 2.246 -2.166 -2.008
C 0.550 -3.469 0.851
H 2.448 -2.077 -5.407
C 2.734 -1.204 5.189
H -4.019 -1.126 -3.463
H -5.141 3.588 -6.153
H 0.561 1.325 -6.954
H 1.685 -3.940 3.871
H -3.179 2.318 4.559
N 1.782 1.838 0.539
N -2.784 1.833 2.104
C -2.289 -1.786 2.349
Pb 0.152 0.256 -0.471
C -1.136 1.743 4.179
H 4.773 2.681 -3.626
C -2.801 1.228 -4.871
C 2.801 3.056 -2.870
C -2.914 -2.972 2.690
H 1.791 -2.089 -7.817
C 3.230 -3.765 1.016
C -4.830 2.066 0.829
H -5.109 3.296 -3.370
H -4.549 0.863 -3.624
H -1.107 3.879 -1.916
H 2.796 -1.019 6.261
H 0.214 -2.725 -1.679
C 4.204 3.477 -3.149
C -4.027 -0.171 -0.483
H -6.655 1.918 -0.262
B 3.434 1.150 -1.223
C -5.681 1.483 -0.078
C -5.324 2.756 -5.470
H -0.349 3.818 7.374
H -0.822 -2.929 -4.870
C 5.664 -0.831 -2.200
C -0.567 3.240 6.486
C 1.072 -4.758 0.775
H 1.015 -0.804 -3.774
C 1.521 -1.243 -7.183
H -2.829 -3.836 2.042
C -4.571 -3.066 -4.111
H -0.086 -3.760 3.851
C 2.450 -4.900 0.857
H 4.194 4.341 -3.810
C -0.144 0.275 -5.233
N 1.286 -2.375 0.982
H 5.838 2.604 0.419
H -5.112 2.950 1.383
H 2.935 -5.866 0.801
P -1.721 -0.207 -4.390
N 0.570 -7.125 0.459
H 1.478 2.699 6.130
H -1.208 3.557 -3.640
C 0.454 2.607 5.791
H -0.199 -0.367 6.551
N 2.086 -0.939 -1.524
C 0.169 1.868 4.654
H -5.951 -0.183 -1.429
C -2.262 -3.919 -3.612
C -4.484 2.936 -4.188
H 0.752 -2.466 -5.626
N 3.069 1.477 0.265
N 2.480 1.972 -2.134
C 0.165 -0.676 -7.590
C 0.076 -5.867 0.570
H 2.285 -0.473 -7.328
C 3.893 2.082 1.149
H 0.176 -0.388 -8.643
H 2.994 -0.300 4.640
C -1.870 3.130 6.027
H -4.092 -4.662 -2.727
H -1.717 -1.715 1.433
H 0.031 -9.105 0.782
C -1.902 -3.063 -4.844
O -1.114 -5.620 0.506
H -4.147 -3.968 4.142
C -0.276 -8.262 0.165
H 1.949 0.224 -4.837
H 3.183 -1.618 1.167
H 6.126 -0.620 -1.236
C 0.822 -3.575 4.424
H 0.278 -1.993 7.124
H -3.712 3.694 -4.349
H -2.675 3.623 6.554
C 5.372 1.903 1.113
H -4.698 -1.149 -5.089
C 1.628 3.666 -3.268
C -2.149 2.394 4.883
C -3.095 -0.751 4.346
H -2.680 -1.513 -6.084
H -0.604 -1.447 -7.476
H 4.557 1.493 -1.426
C -0.180 0.546 -6.743
N 1.127 1.863 -2.058
C -3.493 1.211 -6.267
H -5.483 0.615 -5.657
As 0.917 -1.671 4.712
H -2.149 -4.962 -3.914
H 0.425 3.585 2.956
H 6.189 -1.666 -2.659
C 1.805 2.697 1.548
C -5.293 0.315 -0.733
H -4.599 -3.674 -5.019
H -1.407 2.228 -2.481
C -3.645 -3.049 3.871
C -3.680 -3.711 -3.066
H -3.652 -1.044 -1.004
C -3.734 -1.938 4.694
H -5.421 1.451 -7.189
H -3.647 -3.055 -2.191
C 4.223 -1.181 -2.046
N 3.300 -0.340 -1.546
H 5.799 0.048 -2.829
P -1.423 0.820 2.600
H 5.638 0.897 0.794
H 3.421 -2.005 4.919
H -3.156 0.091 5.023
C 1.119 -0.492 -4.814
H -2.949 2.742 2.504
H -2.058 2.030 -4.887
H 0.766 4.525 1.509
C 3.585 -2.369 -2.349
C 2.605 -2.529 1.064
H 1.530 4.556 -3.864
H -2.146 -3.644 -5.735
C -3.798 1.634 -3.780
H -5.597 -2.981 -3.748
H -1.297 -7.972 0.416
H -0.625 -8.065 -1.736
C -0.150 -1.426 6.298
H 4.307 -3.836 1.083
O -1.466 -0.248 -2.902
H -4.298 -1.989 5.617
C -2.370 -0.662 3.167
C 1.487 -1.664 -5.720
H -0.523 -3.346 0.809
H 3.474 3.479 2.799
C -0.864 3.148 -2.691
H -3.078 2.022 -6.871
H 1.322 -4.096 -1.909
C -4.029 -1.674 -4.408
C 1.092 -3.076 -2.219
H -6.388 2.781 -5.231
H -1.156 -1.786 6.080
H -0.286 3.113 1.400
H -0.066 1.243 -4.724
C 3.126 2.859 1.992
H -3.294 0.290 -6.818
H 0.846 -3.101 -3.280
H 5.790 2.080 2.102
C 0.603 3.514 1.887
H 0.758 -4.079 5.387
H -3.279 1.756 -2.830
H 4.722 3.752 -2.231
H 4.029 -3.259 -2.755
H 0.970 1.397 4.098
H -1.141 0.952 -7.044
O -0.155 -8.687 -1.168
C -3.600 1.438 1.084
C -2.599 -1.695 -5.009
O 0.386 -0.782 3.430
H 1.564 -7.272 0.408
C 0.604 2.892 -2.711
C -5.002 1.441 -6.181
H -1.551 -3.752 -2.811
```

Computed properties:
Charge: +1
Highest occupied orbital energy, hartree: -0.3479
Molecular weight, Da: 1367.30
Kohn-Sham gap, eV: 7.680
Energy above the lowest of the compared OMol25 structures with the same formula, charge and spin, kcal per mole: 0.0
Total energy, Ha: -6323.28511

2.
# C4H13NO2S

A cluster of 2 separate species, C4H13NO2S in total (ωB97M-V with the def2-TZVPD basis set, the Open Molecules 2025 dataset).

XYZ file:
```
21
Properties=species:S:1:pos:R:3
H -2.019 -1.303 1.517
N -0.737 -0.246 0.185
H 2.267 -1.658 -0.535
H -1.493 2.629 -1.585
C 0.269 -1.282 0.044
C 2.337 0.161 0.541
O -1.828 1.718 -1.543
H 0.440 -1.830 0.997
H 1.574 -0.312 -1.410
O -2.898 0.356 0.828
H -0.108 -2.038 -0.645
H -2.447 -1.364 -0.213
S 1.779 1.875 0.578
C 1.628 -0.783 -0.425
H 2.158 2.263 -0.644
H -1.143 1.180 -1.099
H 2.216 -0.177 1.572
H -2.889 0.912 0.031
C -2.054 -0.726 0.580
H -0.459 0.470 0.848
H 3.408 0.154 0.377
```

Computed properties:
Charge: 0
Highest occupied orbital energy, hartree: -0.3424
Molecular weight, Da: 139.22
Kohn-Sham gap, eV: 9.983
SMILES: OCNCCCS.O
Energy above the lowest of the compared OMol25 structures with the same formula, charge and spin, kcal per mole: 2.5
Total energy, Ha: -763.61827

3.
# C13H9LaN2O5Se

A structure of composition C13H9LaN2O5Se (ωB97M-V with the def2-TZVPD basis set, the Open Molecules 2025 dataset).

XYZ file:
```
31
Properties=species:S:1:pos:R:3
C -1.550 1.474 -1.092
N 0.098 -0.851 1.051
C -0.978 -1.701 0.567
H -0.927 -0.082 5.541
H -1.854 -1.096 0.278
O -0.171 1.877 -5.653
C 0.853 0.847 4.734
N 1.915 0.338 1.174
H -2.202 -1.535 -4.526
La 0.676 1.498 -2.169
O -2.520 1.501 -0.464
O -0.158 -1.355 -4.260
C 1.713 1.004 3.630
C -0.215 1.639 -4.499
H -1.277 -2.405 1.363
Se 1.638 -1.089 -1.392
C -0.657 -0.586 3.463
O 2.455 -0.091 -5.082
C 2.025 0.397 -4.142
H 1.114 1.316 5.686
C -0.302 0.041 4.662
H -1.517 -1.232 3.335
H -0.649 -2.249 -0.332
H 2.645 1.580 3.652
C 1.160 -0.416 0.306
C -1.613 0.451 -3.837
C 1.323 0.394 2.440
O -2.689 0.898 -3.489
C -1.332 -0.938 -4.251
C 0.184 -0.378 2.370
H 2.812 0.749 0.935
```

Computed properties:
Charge: +2
Highest occupied orbital energy, hartree: -0.5330
Molecular weight, Da: 491.09
Kohn-Sham gap, eV: 5.842
Energy above the lowest of the compared OMol25 structures with the same formula, charge and spin, kcal per mole: 30.1
Total energy, Ha: -3418.85014

Repeat the third record exactly.
# C13H9LaN2O5Se

A structure of composition C13H9LaN2O5Se (ωB97M-V with the def2-TZVPD basis set, the Open Molecules 2025 dataset).

XYZ file:
```
31
Properties=species:S:1:pos:R:3
C -1.550 1.474 -1.092
N 0.098 -0.851 1.051
C -0.978 -1.701 0.567
H -0.927 -0.082 5.541
H -1.854 -1.096 0.278
O -0.171 1.877 -5.653
C 0.853 0.847 4.734
N 1.915 0.338 1.174
H -2.202 -1.535 -4.526
La 0.676 1.498 -2.169
O -2.520 1.501 -0.464
O -0.158 -1.355 -4.260
C 1.713 1.004 3.630
C -0.215 1.639 -4.499
H -1.277 -2.405 1.363
Se 1.638 -1.089 -1.392
C -0.657 -0.586 3.463
O 2.455 -0.091 -5.082
C 2.025 0.397 -4.142
H 1.114 1.316 5.686
C -0.302 0.041 4.662
H -1.517 -1.232 3.335
H -0.649 -2.249 -0.332
H 2.645 1.580 3.652
C 1.160 -0.416 0.306
C -1.613 0.451 -3.837
C 1.323 0.394 2.440
O -2.689 0.898 -3.489
C -1.332 -0.938 -4.251
C 0.184 -0.378 2.370
H 2.812 0.749 0.935
```

Computed properties:
Charge: +2
Highest occupied orbital energy, hartree: -0.5330
Molecular weight, Da: 491.09
Kohn-Sham gap, eV: 5.842
Energy above the lowest of the compared OMol25 structures with the same formula, charge and spin, kcal per mole: 30.1
Total energy, Ha: -3418.85014

Q: What is the formula in the first record?
A: C60H87AsBN10O4P2Pb

Q: Among the records above, which one has the lowest highest occupied orbital energy?
A: C13H9LaN2O5Se

Q: The highest highest occupied orbital energy belongs to which entry?
A: C4H13NO2S